Here is CH2BrN in the gas phase from OMol25. Energies are from ωB97M-V with the def2-TZVPD basis set.

CARTESIAN COORDINATES (ANGSTROEM)
C 0.04 0.20 0.56
N 0.03 0.59 -0.62
Br 0.18 -0.98 -2.07
H -0.23 0.98 1.37
H -0.02 -0.80 0.77

Results
HOMO energy (alpha / beta), eV: -7.9 / -10.2
2S+1: 3
Net charge: 0
ΔE to the lowest compared entry with this formula, charge and spin, kcal/mol: 0.0
Gap between HOMO and LUMO (alpha / beta), eV: 8.64 / 7.00
Lowest unoccupied orbital energy (alpha / beta), eV: 0.77 / -3.16



Here is C6H11AlBrF3O3P as an isolated structure from OMol25. Energies are from ωB97M-V with the def2-TZVPD basis set.

CARTESIAN COORDINATES (ANGSTROEM)
C 3.32 -4.34 0.98
C 3.66 -2.92 0.69
Al 2.34 -1.35 0.56
P 0.14 -2.13 0.53
O 0.04 -3.81 0.03
Br -0.46 -2.19 2.76
H 2.31 -4.73 1.45
H 4.15 -5.15 0.77
H 4.80 -2.67 0.49
H 2.73 -0.42 -0.68
H 2.57 -0.43 1.87
H 0.41 -3.93 -0.91
C -3.76 3.03 -1.25
C -3.11 2.65 0.07
O -1.94 1.85 -0.16
C -0.79 2.54 -0.47
O -0.73 3.76 -0.57
C 0.39 1.58 -0.64
F 0.07 0.48 -1.38
F 0.83 1.11 0.56
F 1.46 2.15 -1.24
H -3.96 2.14 -1.86
H -4.69 3.57 -1.08
H -3.09 3.67 -1.84
H -3.80 2.03 0.65
H -2.87 3.53 0.67

Results
HOMO energy, eV: -3.8
2S+1: 1
Net charge: -1
Gap between HOMO and LUMO, eV: 6.50
Lowest unoccupied orbital energy, eV: 2.69



Here is a 2-piece molecular cluster, C6H12O2 overall from OMol25. Energies are from ωB97M-V with the def2-TZVPD basis set.

CARTESIAN COORDINATES (ANGSTROEM)
C -2.20 -0.86 -0.75
C -1.03 -1.52 -0.45
C -0.87 -2.70 0.51
O 0.17 -1.14 -1.09
H -3.11 -1.04 -0.19
H -2.25 -0.20 -1.60
H -1.88 -2.98 0.87
H -0.40 -3.58 0.06
H -0.29 -2.40 1.41
H 0.82 -0.97 -0.38
C 0.66 2.98 -0.80
C 1.30 2.27 0.14
C 0.55 1.27 1.02
O 1.32 0.06 1.04
H 1.17 3.61 -1.50
H -0.39 2.73 -1.05
H 2.38 2.26 0.17
H 0.54 1.70 2.05
H -0.46 1.06 0.70
H 1.48 -0.16 1.96

Results
HOMO energy, eV: -8.7
2S+1: 1
Net charge: 0
ΔE to the lowest compared entry with this formula, charge and spin, kcal/mol: 63.5
Gap between HOMO and LUMO, eV: 9.26
Structure (SMILES): C=C(C)O.C=CCO
Lowest unoccupied orbital energy, eV: 0.60



Here is C10H12O as an isolated structure from OMol25. Energies are from ωB97M-V with the def2-TZVPD basis set.

CARTESIAN COORDINATES (ANGSTROEM)
C 2.80 -1.09 -0.17
C 1.76 -0.02 0.02
C 1.93 1.27 0.37
C 0.97 2.33 0.10
C -0.32 1.92 -0.47
C -0.82 0.59 -0.32
C -2.25 -0.02 -0.40
C -1.89 -1.30 0.45
C -0.53 -1.69 -0.05
C 0.25 -0.36 -0.19
H 3.82 -0.43 0.20
H 2.32 -1.71 0.60
H 2.74 -1.81 -1.21
H 2.87 1.53 0.59
H 1.51 3.34 0.32
H -1.23 2.59 -0.75
H -2.65 -0.26 -1.42
H -2.77 1.54 0.79
H -2.83 -2.00 0.27
H -1.79 -0.70 1.66
H -0.01 -2.44 0.51
H -0.46 -2.21 -1.06
O -3.41 0.93 0.18

Results
HOMO energy, eV: -8.4
2S+1: 1
Net charge: 0
ΔE to the lowest compared entry with this formula, charge and spin, kcal/mol: 127.7
Gap between HOMO and LUMO, eV: 9.22
Lowest unoccupied orbital energy, eV: 0.81



Here is a 5-piece molecular cluster, C12H16NO15 overall from OMol25. Energies are from ωB97M-V with the def2-TZVPD basis set.

CARTESIAN COORDINATES (ANGSTROEM)
N 0.79 0.18 0.04
O 1.51 1.17 -0.01
O 0.86 -0.66 -0.84
O -0.18 0.32 0.72
C 1.62 3.60 3.28
C 0.88 3.95 2.04
O -0.45 4.08 2.54
C -0.55 3.91 3.89
O -1.66 3.86 4.42
O 0.63 3.70 4.45
H 2.52 4.35 3.60
H 1.98 2.51 3.31
H 1.01 3.29 1.12
H 1.38 4.89 1.59
C 1.90 -1.72 2.53
C 2.50 -2.67 1.53
O 1.69 -3.67 1.26
C 0.51 -3.25 1.88
O -0.44 -4.05 1.80
O 0.62 -2.20 2.61
H 1.73 -0.56 2.31
H 2.36 -1.62 3.49
H 3.49 -3.04 1.83
H 2.55 -2.09 0.67
C -1.61 1.84 -1.82
C -2.43 0.99 -2.66
O -3.44 1.83 -3.14
C -3.39 3.06 -2.57
O -4.10 3.91 -2.68
O -2.15 3.13 -2.00
H -0.62 1.89 -2.03
H -1.77 1.51 -0.75
H -2.61 -0.07 -2.13
H -1.94 0.63 -3.63
C -0.83 -2.49 -2.70
C 0.25 -3.09 -1.81
O 0.39 -4.27 -2.64
C -0.29 -4.39 -3.71
O -0.34 -5.47 -4.27
O -0.93 -3.25 -3.89
H -0.80 -1.34 -2.77
H -1.87 -2.55 -2.20
H 0.00 -3.30 -0.78
H 1.25 -2.86 -1.85

Results
HOMO energy, eV: -6.0
2S+1: 1
Net charge: -1
ΔE to the lowest compared entry with this formula, charge and spin, kcal/mol: 25.7
Gap between HOMO and LUMO, eV: 8.54
Lowest unoccupied orbital energy, eV: 2.50



Here is C5H6O2 in the gas phase from OMol25. Energies are from ωB97M-V with the def2-TZVPD basis set.

CARTESIAN COORDINATES (ANGSTROEM)
C 2.64 -0.54 0.16
C 1.41 -0.11 0.24
C 0.19 0.37 0.37
O -0.01 1.70 0.61
C -1.05 -0.49 0.25
C -1.87 0.02 -0.91
O -2.47 1.08 -0.85
H 3.19 -0.85 1.04
H 3.18 -0.60 -0.79
H -0.93 1.91 0.43
H -1.64 -0.38 1.17
H -0.78 -1.54 0.13
H -1.86 -0.57 -1.84

Results
HOMO energy, eV: -8.8
2S+1: 1
Net charge: 0
ΔE to the lowest compared entry with this formula, charge and spin, kcal/mol: 50.8
Gap between HOMO and LUMO, eV: 9.40
Structure (SMILES): C=C=C(O)CC=O
Lowest unoccupied orbital energy, eV: 0.56



Computed values of E (unit: hartree) for the preceding records, in sequence: -2667.90615; -3918.34541; -386.21897; -463.28170; -1650.06297; -344.52090.
Computed values of max |F| (unit: eV/Å) for the preceding records, in sequence: 4.9; 4.4; 2.5; 6.2; 9.3; 0.5.